(1)
Here is C37H31O4P2ReS2 as an isolated structure in a non-equilibrium geometry from the OMol25 dataset. Energies are from ωB97M-V with the def2-TZVPD basis set.

## Properties
Multiplicity: 2
Net charge: +3
<S²>: 0.83
Relative energy (zero: lowest compared OMol25 entry of this formula, charge and spin) in kJ/mol: 334.8

Last column: Mulliken spin population.
Atoms and positions in Å:
C1 -4.248 1.436 -1.031  -0.005
H1 -3.369 -1.815 -1.539  0.005
C2 -1.798 1.707 0.888  -0.040
C3 -2.979 -3.027 3.407  0.009
H2 5.501 2.564 -1.504  0.000
H3 4.180 -0.618 1.721  0.001
C4 3.902 1.317 -0.807  0.003
C5 1.225 0.797 2.660  0.003
Re1 -0.208 -0.445 -1.157  0.697
H4 -4.598 -1.273 1.003  -0.001
H5 3.343 -3.599 -3.270  0.002
C6 4.428 2.455 -1.410  0.000
P1 -2.105 0.068 0.165  0.169
H6 0.150 4.445 0.305  0.000
C7 2.149 0.112 1.872  -0.005
C8 3.589 3.449 -1.895  0.000
C9 3.572 -4.274 -1.277  0.004
S1 0.425 -1.209 -3.330  -0.015
H7 3.577 -4.774 0.828  0.000
C10 1.602 1.251 3.914  0.000
H8 0.041 -1.292 -5.626  0.000
H9 1.541 4.065 -2.193  0.000
H10 -3.168 -3.780 4.160  0.000
C11 3.335 -4.008 0.100  0.031
C12 2.826 -2.779 0.534  0.076
H11 1.722 -1.744 -5.203  0.000
C13 -4.018 -2.578 2.604  0.003
C14 3.195 -3.390 -2.218  0.048
C15 -3.542 0.241 -0.912  0.011
H12 2.720 -2.588 1.595  0.009
H13 -5.353 -1.705 -3.010  0.000
O1 1.097 -2.250 -2.289  0.019
C16 -0.845 2.538 0.298  0.031
C17 2.507 -1.791 -0.365  -0.058
H14 3.178 1.375 5.363  0.000
H15 0.379 -2.913 -4.936  0.000
C18 -5.035 -0.827 -2.465  0.003
H16 -0.899 -2.852 3.901  0.000
H17 0.222 0.958 2.288  -0.003
C19 3.449 -0.108 2.337  -0.005
H18 -6.600 0.419 -3.238  0.000
C20 -0.598 3.813 0.769  0.003
O2 -0.989 -1.204 -2.980  -0.010
C21 -5.738 0.367 -2.587  -0.005
H19 4.007 4.328 -2.367  0.000
C22 -2.527 2.181 1.970  0.002
C23 -1.696 -2.515 3.251  0.001
C24 -2.295 3.467 2.448  0.000
H20 2.937 -1.264 -2.418  0.009
H21 -5.018 -2.968 2.743  0.000
C25 -1.332 4.274 1.856  0.001
O3 -0.672 2.439 -2.346  -0.022
P2 1.729 -0.243 0.154  0.010
C26 -5.347 1.492 -1.877  0.002
H22 -2.870 3.838 3.285  0.000
C27 -2.495 -1.129 1.453  -0.070
O4 1.113 0.038 -3.093  0.018
S2 -0.062 1.864 -1.170  0.030
C28 0.670 -1.862 -4.941  -0.001
H23 -3.268 1.548 2.444  0.000
H24 -3.956 2.308 -0.463  -0.001
C29 -3.927 -0.890 -1.638  0.009
C30 1.698 2.188 -1.170  -0.007
H25 -0.452 -1.166 2.118  -0.020
H26 4.569 0.551 -0.429  -0.001
C31 -3.784 -1.628 1.621  -0.002
C32 2.527 -2.108 -1.850  0.016
H27 -1.152 5.269 2.240  0.000
C33 2.525 1.174 -0.690  -0.003
C34 3.809 0.341 3.596  0.000
H28 -5.897 2.418 -1.976  0.000
C35 -1.445 -1.576 2.266  0.045
C36 2.210 3.316 -1.786  0.002
H29 0.891 1.789 4.527  0.000
H30 4.044 -5.203 -1.569  0.002
H31 4.813 0.169 3.961  0.000
C37 2.889 1.023 4.382  0.000

=====

(2)
Here is C37H32Br2FN2NiSb2 as an isolated structure in a non-equilibrium geometry from the OMol25 dataset. Energies are from ωB97M-V with the def2-TZVPD basis set.

## Properties
Multiplicity: 3
Net charge: +1
<S²>: 2.01
Relative energy (zero: lowest compared OMol25 entry of this formula, charge and spin) in kJ/mol: 0.0

Last column: Mulliken spin population.
Atoms and positions in Å:
F1 -2.324 0.282 1.754  0.092
C1 0.205 -1.049 4.107  0.000
H1 -4.000 5.179 -1.877  0.000
C2 -3.286 -2.067 -0.247  0.038
C3 1.650 -0.597 2.232  -0.020
H2 -0.785 -1.223 4.503  0.001
H3 3.397 1.567 1.314  0.001
C4 -3.371 5.797 0.075  0.002
C5 -4.633 -2.333 -0.037  -0.002
C6 -0.253 1.663 -2.101  -0.006
C7 4.713 -3.717 0.820  0.001
H4 0.676 -5.535 0.059  0.000
H5 -2.600 3.156 -1.890  0.000
C8 -5.543 -1.298 -0.189  0.004
C9 4.502 -1.635 -0.991  -0.001
Sb1 1.910 -0.362 0.101  -0.029
Br1 -7.383 -1.600 0.101  0.000
H6 6.515 -4.229 -0.212  0.000
C10 -0.170 -4.869 0.011  0.001
H7 -5.770 0.782 -0.699  0.000
C11 1.352 3.132 0.352  0.035
Sb2 -0.406 1.875 0.033  0.013
N1 -2.841 -0.839 -0.571  0.049
C12 -3.385 4.950 -1.020  -0.001
C13 3.644 -2.841 0.894  -0.002
H8 -4.965 -3.309 0.269  0.000
H9 -0.112 1.303 -5.931  0.000
C14 0.005 -3.501 0.114  0.005
C15 0.391 -0.841 2.751  0.038
C16 -0.385 0.288 -4.065  0.000
H10 0.238 3.510 -4.877  0.000
H11 4.412 -0.828 -1.707  0.001
C17 -0.012 2.775 -2.893  0.002
C18 -2.241 -3.095 -0.130  -0.013
Br2 -1.797 -7.209 -0.294  0.000
H12 -0.540 -0.679 -4.516  0.000
H13 3.736 -0.368 2.684  -0.001
N2 -0.992 -2.628 0.057  0.027
H14 2.899 -2.971 1.670  0.000
H15 1.526 3.208 1.425  0.001
H16 1.174 -1.205 6.002  0.000
H17 -0.639 -0.449 -2.061  0.000
C19 -2.603 3.807 -1.024  0.003
C20 5.575 -2.507 -1.063  0.001
C21 -2.513 -4.451 -0.242  -0.002
Ni1 -1.113 -0.549 0.529  1.700
H18 -0.498 -0.874 2.076  -0.010
H19 0.123 3.744 -2.433  0.001
H20 -3.977 6.690 0.072  0.000
C22 -1.462 -5.353 -0.159  0.001
H21 4.132 1.155 -0.242  0.000
H22 -3.332 1.107 -1.009  -0.003
C23 -1.800 3.522 0.068  0.015
C24 2.597 2.656 -0.362  0.002
H23 3.425 -0.771 5.101  0.000
H24 4.790 -4.529 1.528  0.000
C25 -0.435 0.421 -2.688  0.007
C26 2.746 -0.558 3.083  -0.001
H25 -2.572 6.158 2.030  0.000
H26 -1.193 4.111 2.037  0.000
C27 2.572 -0.780 4.438  -0.001
C28 -0.146 1.399 -4.856  0.000
H27 3.344 3.454 -0.301  0.002
H28 6.325 -2.372 -1.827  0.000
H29 1.003 -3.098 0.251  -0.001
C29 3.194 1.405 0.253  0.010
H30 -3.517 -4.805 -0.407  0.000
C30 3.549 -1.789 -0.002  0.023
H31 1.050 4.110 -0.017  0.001
H32 2.386 2.495 -1.423  0.000
C31 -1.803 4.355 1.176  0.005
C32 5.680 -3.548 -0.156  0.001
C33 0.046 2.640 -4.269  0.000
C34 -2.582 5.499 1.175  0.000
C35 -3.727 0.136 -0.738  0.011
C36 -5.086 -0.041 -0.565  -0.002
C37 1.306 -1.028 4.947  0.004

=====

(3)
Here is C37H32BrCaClN5O5PS as an isolated structure in a non-equilibrium geometry from the OMol25 dataset. Energies are from ωB97M-V with the def2-TZVPD basis set.

## Properties
Multiplicity: 1
Relative energy (zero: lowest compared OMol25 entry of this formula, charge and spin) in kJ/mol: 138.2

Last column: Löwdin charge in e.
Atoms and positions in Å:
H1 -5.911 0.525 1.335  0.074
H2 2.814 -3.324 -0.348  0.121
C1 -0.396 0.630 -3.248  -0.389
C2 0.749 -1.850 -2.361  -0.366
H3 -1.800 0.827 -0.114  0.067
H4 0.999 6.931 2.421  0.100
H5 -1.399 -1.428 1.889  0.005
C3 4.894 1.175 -3.871  -0.072
Ca1 0.839 -0.127 1.491  1.119
H6 -2.208 0.011 -6.044  0.103
H7 -6.712 0.418 2.899  0.073
H8 -1.938 3.611 -3.731  0.107
H9 -4.464 2.393 2.166  0.101
H10 -1.439 -4.432 -2.035  0.107
C4 1.870 -2.588 -2.732  -0.108
C5 1.282 3.615 1.934  -0.571
H11 -3.286 2.712 -0.553  0.100
H12 3.810 1.600 -5.675  0.107
C6 -2.350 2.889 -0.033  -0.118
H13 2.574 5.039 2.837  0.091
C7 1.629 4.864 2.341  -0.149
C8 3.270 -4.319 1.472  -0.016
H14 3.214 -6.327 3.109  0.099
C9 1.111 -2.187 3.583  -0.604
C10 4.809 0.724 -2.563  -0.106
C11 -0.445 5.698 1.460  -0.049
C12 3.223 -4.657 4.028  -0.471
C13 -0.504 -3.922 -2.224  -0.073
H15 -2.865 2.367 -5.666  0.103
Cl1 3.545 -0.252 -0.413  0.679
S1 -3.826 0.140 4.926  1.107
O1 1.042 -0.912 3.501  -0.207
C14 0.058 3.284 1.275  -0.248
C15 -0.262 1.938 0.881  -0.234
H16 -1.378 -2.115 0.482  0.047
N1 -2.326 -0.785 3.105  -0.022
C16 2.841 -4.018 2.746  -0.071
C17 1.811 -3.975 -2.836  -0.097
H17 2.802 -2.087 -2.965  0.099
C18 -0.774 1.957 -3.038  -0.099
C19 0.629 -4.649 -2.574  -0.085
C20 3.572 0.354 -2.068  -0.628
O2 0.465 -2.937 4.304  0.048
C21 -1.652 2.583 -3.911  -0.070
C22 2.526 0.866 -4.127  -0.063
C23 0.733 5.933 2.098  -0.091
N2 1.995 -2.498 1.314  0.035
Br1 2.581 2.243 2.280  0.765
C24 2.040 -2.868 2.586  -0.133
H18 -1.133 6.512 1.264  0.108
H19 -5.271 2.339 3.724  0.102
H20 -2.038 -1.611 6.202  0.092
C25 -4.976 1.731 2.866  -0.241
H21 -6.918 1.860 1.907  0.070
C26 -0.916 -0.064 -4.337  -0.094
H22 2.695 -4.524 -3.141  0.105
P1 0.798 -0.029 -2.047  1.102
N3 -3.163 0.133 2.483  0.043
H23 -0.631 -1.094 -4.516  0.104
O3 3.296 -4.068 5.063  0.152
C27 -1.468 1.807 0.228  -0.220
H24 5.681 0.660 -1.929  0.105
C28 -2.570 -0.897 4.386  -0.688
H25 -1.003 -2.116 4.894  0.060
C29 3.751 1.246 -4.655  -0.069
C30 2.404 0.407 -2.816  -0.388
H26 5.854 1.476 -4.270  0.108
H27 0.584 -5.727 -2.658  0.103
N4 -1.901 -1.724 5.215  0.118
O4 3.483 -5.992 3.971  0.112
C31 -1.805 0.560 -5.202  -0.081
H28 -2.695 4.985 0.179  0.104
O5 -0.829 -1.595 1.071  -0.212
H29 -0.394 2.496 -2.178  0.098
H30 1.637 0.936 -4.741  0.105
C32 -0.801 4.389 1.038  -0.179
H31 -1.337 -1.989 -1.855  0.109
C33 -2.170 1.883 -4.990  -0.082
C34 -0.440 -2.541 -2.119  -0.121
C35 -6.202 1.098 2.215  -0.100
C36 -2.029 4.150 0.367  -0.062
H32 3.931 -5.083 1.094  0.134
C37 -3.974 0.701 3.298  -0.628
N5 2.755 -3.387 0.657  0.013

=====

Question: Look up the relative energy (zero: lowest compared OMol25 entry of this formula, charge and spin) of the third one.
Answer: 138.2 kJ/mol

=====

Question: Look up the relative energy (zero: lowest compared OMol25 entry of this formula, charge and spin) of the second one.
Answer: 0.0 kJ/mol